# 1
{"formula": "C3H9NO2", "method": "the ωB97M-V functional and the def2-TZVPD basis", "homo_lumo_gap_ha": 0.329, "de_lowest_kj_mol": 419.9, "smiles": "C=CO.NCO", "lumo_energy_ev": 0.74, "e_homo_ev": -8.2, "energy_ha": -324.81268, "species": ["C", "C", "O", "H", "H", "H", "H", "N", "C", "O", "H", "H", "H", "H", "H"], "coordinates": [[1.07224, -3.43663, 0.68405], [1.13484, -2.18630, 0.18775], [0.83972, -1.70472, -1.07282], [0.64351, -3.58256, 1.67062], [1.65849, -4.24726, 0.22599], [1.65189, -1.49470, 0.86704], [0.20421, -1.04851, -0.75850], [-1.48350, 2.80230, 0.95881], [-0.67191, 2.56675, -0.21939], [-0.59915, 1.19156, -0.61680], [-0.87204, 3.28571, 1.60592], [-2.20015, 3.47173, 0.70894], [-1.12436, 3.01387, -1.10840], [0.39327, 2.88463, -0.08861], [-0.96358, 0.69235, 0.12218]], "lowdin_charge": [-0.008, -0.287, -0.016, 0.044, 0.062, 0.114, 0.060, 0.025, -0.336, -0.097, 0.068, 0.069, 0.111, 0.123, 0.068]}


# 2
{"formula": "CH14O7", "method": "the ωB97M-V functional and the def2-TZVPD basis", "homo_lumo_gap_ha": 0.310, "de_lowest_kj_mol": 436.9, "lumo_energy_ev": -0.04, "e_homo_ev": -8.5, "energy_ha": -572.98456, "species": ["O", "C", "H", "H", "H", "H", "O", "H", "H", "O", "H", "H", "O", "H", "H", "O", "H", "H", "O", "H", "H", "O"], "coordinates": [[-1.58330, 0.22902, -0.66336], [-1.64189, 1.48854, -0.77813], [-0.97737, -2.21366, 1.19875], [-2.22009, 1.87843, -1.57755], [0.48573, 1.04369, 3.48939], [-0.01359, 1.95063, 2.76334], [0.87756, 1.80852, 2.98865], [1.28754, 2.30685, -1.06760], [-0.21889, 2.73039, -1.14368], [0.59315, 2.65224, -1.66848], [-1.91119, -2.84456, -0.01424], [-0.54156, -2.83673, -2.34071], [-1.28310, -2.20643, 0.31748], [1.95217, -2.16588, 1.37714], [1.81534, -0.66839, 1.47679], [1.49454, -1.42510, 0.98677], [0.15064, -1.73778, -2.91733], [-2.33371, -0.22870, -1.17401], [-0.63842, -2.28171, -3.15505], [1.81918, 0.80232, 1.33369], [0.99876, 0.69665, 0.20285], [1.88846, 1.02166, 0.36529]], "lowdin_charge": [-0.027, -0.030, 0.008, 0.018, 0.078, 0.014, -0.036, 0.012, -0.050, -0.109, 0.042, 0.037, -0.043, 0.048, 0.002, -0.038, 0.055, 0.146, -0.093, 0.024, 0.018, -0.077]}


# 3
{"formula": "C2H2O2", "method": "the ωB97M-V functional and the def2-TZVPD basis", "homo_lumo_gap_ha": 0.364, "de_lowest_kj_mol": 96.1, "smiles": "O=CC=O", "lumo_energy_ev": -0.41, "e_homo_ev": -10.3, "energy_ha": -227.81120, "species": ["O", "C", "C", "O", "H", "H"], "coordinates": [[-0.38825, 1.42511, 0.51510], [0.22815, 0.37028, 0.46333], [0.16585, 0.12781, -0.96219], [1.21377, 0.32561, -1.59382], [1.14036, 0.15536, 1.09377], [-0.77671, 0.11054, -1.36315]], "lowdin_charge": [0.086, -0.167, -0.230, 0.059, 0.151, 0.100]}


# 4
{"formula": "C4H7NO2", "method": "the ωB97M-V functional and the def2-TZVPD basis", "homo_lumo_gap_ha": 0.385, "de_lowest_kj_mol": 255.4, "smiles": "NC(=O)C[C@H]1CO1", "lumo_energy_ev": 0.74, "e_homo_ev": -9.7, "energy_ha": -361.78357, "species": ["N", "C", "O", "C", "C", "C", "O", "H", "H", "H", "H", "H", "H", "H"], "coordinates": [[-1.36056, 1.98904, -0.53158], [-0.73490, 0.93233, 0.03759], [-1.33733, 0.20998, 0.82394], [0.71648, 0.53094, -0.14353], [0.72925, -0.73861, 0.68657], [0.40750, -2.02441, 0.04303], [1.75599, -1.82176, -0.12508], [-2.32969, 2.10740, -0.26503], [-0.95868, 2.61393, -1.20728], [1.40362, 1.32310, 0.20414], [1.04362, 0.21207, -1.13196], [0.73985, -0.49973, 1.77557], [-0.22858, -1.95604, -0.84526], [0.15344, -2.87825, 0.67888]], "lowdin_charge": [0.169, -0.518, 0.033, -0.073, -0.129, -0.266, -0.086, 0.115, 0.104, 0.132, 0.126, 0.155, 0.119, 0.119]}


# 5
{"formula": "C18H29Br12NO2", "method": "the ωB97M-V functional and the def2-TZVPD basis", "homo_lumo_gap_ha": 0.239, "de_lowest_kj_mol": 4110.1, "lumo_energy_ev": -0.92, "e_homo_ev": -7.4, "energy_ha": -31794.99712, "species": ["Br", "C", "C", "Br", "H", "H", "H", "H", "Br", "C", "C", "Br", "H", "H", "H", "H", "Br", "C", "C", "Br", "H", "H", "H", "H", "Br", "C", "C", "Br", "H", "H", "H", "H", "Br", "C", "C", "Br", "H", "H", "H", "H", "Br", "C", "C", "Br", "H", "H", "H", "H", "C", "C", "C", "C", "C", "C", "N", "O", "O", "H", "H", "H", "H", "H"], "coordinates": [[12.52935, -0.13134, -3.17644], [11.61281, -1.66134, -2.30833], [11.64183, -2.96116, -2.98059], [10.86240, -4.27440, -1.81957], [10.55444, -1.40607, -2.36108], [11.99399, -1.66826, -1.28717], [12.71681, -3.12032, -2.89576], [11.18238, -3.07944, -3.96192], [15.02039, 1.50196, 2.04255], [13.17006, 2.19214, 2.19969], [13.16124, 3.57380, 2.96005], [11.24698, 4.07698, 3.18353], [12.53354, 1.36504, 2.51406], [13.22308, 2.38597, 1.12837], [13.60192, 4.34445, 2.32760], [13.84039, 3.57597, 3.81261], [18.55007, 1.43742, -3.40507], [16.70564, 2.17080, -3.59630], [16.53396, 3.28566, -4.59505], [14.49399, 3.54045, -4.74713], [16.39626, 2.55468, -2.62418], [16.16937, 1.24083, -3.78518], [16.93255, 3.05239, -5.58238], [16.95537, 4.17931, -4.13473], [9.12402, 1.12345, -2.78065], [10.85188, 1.52975, -1.76562], [11.60141, 2.65772, -2.50915], [10.52646, 4.30229, -2.78715], [11.39587, 0.59093, -1.86945], [10.60395, 1.76124, -0.72973], [11.61302, 2.20215, -3.49931], [12.55514, 2.92927, -2.05665], [12.61722, 1.65312, 0.26615], [13.50603, 1.23813, -1.46121], [14.54756, -0.00861, -1.54735], [15.78297, 0.36606, -2.97441], [13.96763, 2.17841, -1.76270], [12.73085, 0.93556, -2.16523], [14.08307, -0.98319, -1.69753], [15.22992, -0.13819, -0.70729], [13.44002, 4.07668, -2.57630], [14.58760, 4.46347, -1.03700], [15.33524, 3.32003, -0.38972], [16.31683, 4.06221, 1.13569], [14.01651, 5.14097, -0.40222], [15.40892, 5.11285, -1.34004], [16.12951, 2.91286, -1.01538], [14.61436, 2.56260, -0.08194], [18.06255, 2.49238, -0.30424], [18.61461, 1.66729, -1.35282], [18.31733, 0.27918, -1.47209], [17.20910, -0.18490, -0.74194], [16.61792, 0.70980, 0.15870], [16.96821, 1.97630, 0.41747], [16.69039, -1.53034, -0.97186], [16.10522, -2.13121, -0.06655], [16.94150, -2.02428, -2.07139], [18.45109, 3.42078, 0.08756], [19.52494, 1.97926, -1.84308], [18.97376, -0.33894, -2.06659], [15.72638, 0.30994, 0.61874], [16.46317, 2.63715, 1.10640]], "lowdin_charge": [1.047, -0.542, -0.693, 0.686, 0.037, 0.083, 0.058, 0.077, 1.000, -0.813, -0.606, 0.608, 0.049, -0.385, 0.015, 0.058, 1.135, -0.732, -0.449, 0.605, 0.034, -0.377, 0.064, 0.073, 0.565, -0.750, -0.907, 0.622, -0.115, 0.001, 0.020, -0.248, 1.251, -0.617, -0.503, 1.221, -0.035, -0.289, 0.023, -0.006, 0.711, -0.474, -0.546, 1.027, 0.067, 0.061, 0.045, -0.030, -0.092, -0.410, -0.224, -0.237, -0.229, -0.483, -0.385, 0.088, 0.021, 0.074, 0.022, 0.089, -0.022, -0.336]}


# 6
{"formula": "C7H7N3O2", "method": "the ωB97M-V functional and the def2-TZVPD basis", "homo_lumo_gap_ha": 0.358, "de_lowest_kj_mol": 684.2, "smiles": "CC1(C)C=[N+]([O-])OC1(C#N)C#N", "lumo_energy_ev": -0.01, "e_homo_ev": -9.8, "energy_ha": -585.46951, "species": ["C", "C", "C", "C", "N", "O", "O", "C", "C", "N", "C", "N", "H", "H", "H", "H", "H", "H", "H"], "coordinates": [[0.09818, -0.19396, 1.38730], [0.73118, 0.11952, -0.01215], [-0.15456, -0.46181, -1.21893], [0.80782, 1.69915, -0.09374], [2.07740, 1.95044, -0.09268], [2.68838, 3.02440, -0.14752], [2.97665, 0.81200, 0.00572], [2.21590, -0.44560, -0.01044], [2.50595, -1.21120, 1.23096], [2.65565, -1.99370, 2.03590], [2.61440, -1.22197, -1.18239], [2.62031, -1.82544, -2.17524], [-1.08586, -0.09656, 1.21689], [0.26557, 0.38099, 2.31412], [0.18214, -1.30694, 1.69610], [0.30099, -0.87183, -2.17034], [-0.93676, 0.32026, -1.25773], [-0.67178, -1.32189, -0.90951], [0.04577, 2.40612, -0.28999]], "lowdin_charge": [-0.068, -0.356, -0.015, 0.063, -0.246, 0.031, 0.047, -0.327, -0.147, 0.219, -0.106, 0.214, 0.126, 0.092, 0.100, 0.092, 0.087, 0.053, 0.140]}


# 7
{"formula": "C10H11N2P", "method": "the ωB97M-V functional and the def2-TZVPD basis", "homo_lumo_gap_ha": 0.275, "de_lowest_kj_mol": 260.6, "smiles": "CC1=C(C)N1/N=P/c1ccccc1", "lumo_energy_ev": 0.19, "e_homo_ev": -7.3, "energy_ha": -838.35772, "species": ["C", "C", "C", "C", "N", "N", "P", "C", "C", "C", "C", "C", "C", "H", "H", "H", "H", "H", "H", "H", "H", "H", "H", "H"], "coordinates": [[-0.13927, 2.19906, -3.28312], [-1.07723, 1.88205, -2.20885], [-2.22099, 1.54755, -1.69130], [-3.61052, 1.10558, -1.65900], [-1.04635, 1.61058, -0.77545], [-0.37490, 0.60982, -0.21127], [-0.94329, -0.58619, 0.65296], [0.61206, -1.13191, 1.43815], [0.68448, -2.44908, 1.88410], [1.79353, -2.89272, 2.57647], [2.84021, -2.02290, 2.83781], [2.77532, -0.71154, 2.39379], [1.66771, -0.26368, 1.69787], [0.26121, 3.20487, -3.15703], [-0.63421, 2.12808, -4.25045], [0.69330, 1.49638, -3.24221], [-3.64325, 0.02558, -1.52691], [-4.10598, 1.36634, -2.59284], [-4.13434, 1.57101, -0.82424], [-0.13195, -3.12445, 1.66987], [1.84086, -3.91438, 2.92411], [3.69944, -2.37639, 3.39099], [3.58888, -0.03053, 2.60388], [1.60528, 0.75686, 1.35267]], "lowdin_charge": [-0.026, -0.176, -0.162, -0.044, -0.123, -0.328, 0.918, -0.473, -0.148, -0.100, -0.095, -0.092, -0.115, 0.084, 0.082, 0.086, 0.076, 0.081, 0.083, 0.085, 0.099, 0.099, 0.100, 0.087]}


> Number 7 is which compound?

C10H11N2P